Density functional theory data (ωB97M-V/def2-TZVPD) for a single C6H9NO molecule at a distorted geometry.

Each line ends with the Mulliken charge.
CARTESIAN COORDINATES (ANGSTROEM)
1 C -1.384 -1.658 1.001  -0.82
2 O 0.038 -1.793 1.039  -0.49
3 C -0.592 -0.624 0.374  1.32
4 C 0.049 0.620 1.031  -1.24
5 C 0.975 1.138 -0.044  0.16
6 N 1.093 2.171 -0.981  -0.55
7 C 0.080 0.968 -1.328  -0.50
8 C -0.225 -0.624 -1.173  -0.68
9 H -1.807 -1.537 1.892  0.32
10 H -1.871 -2.468 0.458  0.26
11 H -0.736 1.426 1.010  0.31
12 H 0.476 0.597 1.997  0.41
13 H 1.833 0.544 0.052  0.34
14 H 2.097 2.247 -1.437  0.29
15 H -0.705 1.694 -1.102  0.35
16 H 0.548 -1.315 -1.849  0.22
17 H -1.214 -0.961 -1.625  0.30

The LUMO energy is 1.0 eV. The calculated total energy is -363.74957 hartree. For the energy above the lowest of the compared OMol25 structures with the same formula, charge and spin, the calculation gives 172.4 kcal/mol. As for the total charge: 0. As for the largest force on an atom: 5.2 eV Å⁻¹. The HOMO-LUMO gap is 0.348 Eh. Its SMILES is C1OC12C[C@@H]1N[C@H]1C2.